No. 1
DFT (ωB97M-V with the def2-TZVPD basis set) results for a structure of composition C38H58N3O5P2S2W at a distorted geometry.

XYZ file:
```
109
Properties=species:S:1:pos:R:3
W -0.8519 0.4190 0.3546
C 1.3850 3.5647 2.8076
P 1.2627 2.7851 1.1550
C 2.9594 2.4409 0.6301
C 0.6769 3.9752 -0.0546
O 0.2971 1.5570 1.3934
H 2.4338 3.6236 3.1183
H 0.8472 3.0094 3.5611
H 0.9477 4.5669 2.7502
H 3.2267 3.2152 -0.1664
H 3.0374 1.4596 0.1626
H 3.6509 2.5455 1.5001
H 1.5067 4.6879 -0.2815
H -0.1610 4.5019 0.3744
H 0.4305 3.4993 -0.9961
C -2.7938 5.9183 2.9868
C -2.9552 4.6789 2.1709
C -2.6865 3.4138 2.7082
C -2.8405 2.2259 1.9887
C -3.3526 2.3419 0.7063
C -3.7375 3.6126 0.2037
C -3.5537 4.8012 0.9137
S -3.8732 0.9050 -0.2004
C -5.1734 0.2346 0.9129
O -2.6664 -0.1437 0.1383
H -1.9619 6.6434 2.7248
H -2.6486 5.5988 4.0483
H -3.7720 6.4667 2.8928
H -2.4218 3.3354 3.7964
H -2.5748 1.2405 2.4559
H -4.3034 3.5694 -0.7307
H -3.8556 5.7665 0.5692
H -4.6904 -0.1330 1.8574
H -5.6847 -0.5599 0.3467
H -5.8193 1.0906 1.1636
O -1.3022 5.7451 -7.0368
S -1.5185 4.7342 -8.0351
O -2.0258 3.3878 -7.7184
O 0.5236 4.0075 -8.1709
C 1.1855 3.3095 -7.3839
N 2.4001 2.8761 -7.7975
C 3.0853 2.1274 -6.9924
C 2.6513 1.6080 -5.7349
C 1.3898 2.1678 -5.3391
N 0.7209 3.0248 -6.1078
C 0.8127 1.7931 -4.0748
C 1.6989 1.2767 -3.0590
C 1.2238 0.8199 -1.8832
N -0.1410 0.9894 -1.5727
C -0.9726 1.4133 -2.5486
C -0.5397 1.9102 -3.8163
H 4.0581 1.8896 -7.4088
H 3.1861 0.8373 -5.2226
H 2.7814 1.2828 -3.2157
H 1.8332 0.3901 -1.0969
H -2.0912 1.4928 -2.4110
H -1.3279 2.2999 -4.4718
C -3.0217 -4.5963 3.0243
C -2.9647 -4.5567 1.4752
C -1.6979 -3.9306 0.8365
C -0.8728 -3.0664 1.8462
C -1.8598 -2.2913 2.7720
C -2.7264 -3.2292 3.6867
P 0.3454 -1.9246 0.8806
C 1.7849 -1.5773 2.0892
C 1.4429 -1.0404 3.4658
C 2.6459 -0.4329 4.1870
C 3.9348 -1.1919 3.8843
C 3.7223 -2.6642 3.4492
C 2.7605 -2.8015 2.2518
C 1.1524 -2.7322 -0.6728
C 0.3062 -2.7401 -1.9586
C 1.1031 -3.0102 -3.2491
C 1.9852 -4.2565 -3.0455
C 1.6257 -5.0453 -1.7580
C 1.7339 -4.1947 -0.4140
H -2.3504 -5.3994 3.3986
H -4.0436 -4.9549 3.2717
H -3.8794 -4.0915 1.0845
H -3.0431 -5.5897 1.0285
H -2.0202 -3.3441 -0.0524
H -1.1282 -4.7715 0.4263
H -0.2039 -3.6249 2.5341
H -2.5174 -1.7525 2.0886
H -1.3233 -1.5297 3.3854
H -3.7040 -2.7407 3.8011
H -2.2744 -3.3192 4.7315
H 2.3473 -0.7512 1.6060
H 1.0550 -1.8397 4.1007
H 0.6286 -0.3455 3.3790
H 2.4750 -0.4296 5.2908
H 2.6603 0.6573 4.0205
H 4.5983 -1.3068 4.7775
H 4.5152 -0.6544 3.1179
H 3.4107 -3.3157 4.3072
H 4.6841 -3.1388 3.0981
H 2.1965 -3.7802 2.3131
H 3.4234 -2.8347 1.3290
H 2.0482 -2.1131 -0.8975
H -0.3366 -1.8862 -2.0678
H -0.4409 -3.5898 -1.8931
H 1.7653 -2.1496 -3.4421
H 0.4085 -3.1311 -4.1123
H 3.0446 -3.9939 -3.1653
H 1.8589 -5.0165 -3.8745
H 2.2563 -5.9362 -1.6443
H 0.5593 -5.3877 -1.8224
H 2.8171 -4.1514 -0.1058
H 1.1974 -4.7465 0.3728
```

Calculated values
Spin multiplicity ... 3
E_HOMO (spin up / spin down) ... -0.567 / -0.559 Eh
Kohn-Sham gap (spin up / spin down) ... 6.8 / 5.1 eV
E_LUMO (spin up / spin down) ... -8.6 / -10.1 eV
Total charge ... +3
<S²> ... 2.03

***

No. 2
DFT (ωB97M-V with the def2-TZVPD basis set) results for a cluster of 10 separate species, C38H58O29 in total at a distorted geometry.

XYZ file:
```
125
Properties=species:S:1:pos:R:3
O -1.7309 1.0076 -0.6959
C -0.4365 0.9343 -0.1008
C 0.5982 -0.2869 -0.3351
O 1.1241 -0.5334 -1.6267
H -0.5495 1.0845 0.9729
H -0.0226 1.8843 -0.4388
H 0.0407 -1.1744 -0.0358
H 1.4010 -0.3246 0.4012
C -3.7110 0.0431 1.1994
C -3.2583 -1.3136 0.6333
C -1.8443 -1.7159 0.6725
O -1.8797 -3.0947 1.1312
C -3.1598 -3.3037 1.5990
O -3.5835 -4.3449 2.0172
O -3.9211 -2.2146 1.4753
H -3.4028 0.1594 2.2384
H -4.7424 0.3741 1.0781
H -3.0890 0.8103 0.7383
H -3.6244 -1.4342 -0.3863
H -1.3282 -1.2020 1.4834
H -1.2769 -1.5846 -0.2489
C 2.9780 2.0570 0.5944
C 2.2797 1.3908 1.8609
C 3.1206 0.1712 2.3575
O 3.1922 0.4067 3.7733
C 2.7616 1.6709 4.0467
O 2.8107 2.1541 5.1302
O 2.3719 2.3098 2.9526
H 2.6220 3.0679 0.3961
H 2.8677 1.3441 -0.2227
H 4.0229 2.2721 0.8182
H 1.2268 1.1434 1.7259
H 4.1612 0.1267 2.0362
H 2.6783 -0.8182 2.2414
C -0.5731 5.5674 -0.7574
C 0.0755 4.2151 -0.5791
C -0.1508 3.3296 -1.7597
O 1.1367 2.8202 -2.0366
C 2.0381 3.5061 -1.3212
O 3.2619 3.2655 -1.3130
O 1.4828 4.4648 -0.5765
H -0.2033 6.1013 -1.6328
H -0.2679 6.2279 0.0542
H -1.6587 5.4760 -0.7915
H -0.2331 3.6462 0.2980
H -0.5936 3.8641 -2.6002
H -0.8982 2.6026 -1.4422
C -1.3285 -1.8983 4.1934
C -0.7209 -0.5410 4.3826
C 0.7507 -0.4385 4.0465
O 0.7817 0.8899 3.5040
C -0.3929 1.1908 2.9791
O -0.5620 2.2186 2.3721
O -1.3089 0.2729 3.3969
H -2.3863 -1.8346 4.4487
H -0.8809 -2.5841 4.9127
H -1.2789 -2.3784 3.2162
H -0.8816 -0.1245 5.3770
H 1.0497 -1.0951 3.2295
H 1.3784 -0.6073 4.9215
C 1.3099 -2.0563 -3.1087
C 2.0643 -3.1998 -3.7791
C 1.4578 -4.5375 -3.4246
O 1.4524 -5.2352 -4.6056
C 1.7819 -4.5087 -5.6192
O 1.6946 -4.8649 -6.7729
O 1.9865 -3.2347 -5.1939
H 1.6794 -1.1341 -3.5572
H 1.3942 -2.1578 -2.0267
H 0.2571 -2.1418 -3.3778
H 3.1291 -3.2543 -3.5529
H 0.4652 -4.5068 -2.9752
H 2.0809 -5.0692 -2.7054
C 0.9374 -2.3636 2.0910
C 0.4962 -3.3076 0.9684
C 1.0385 -2.9541 -0.4555
O 1.4950 -4.2076 -0.8573
C 1.4965 -5.1480 0.0691
O 1.8331 -6.3255 -0.1190
O 1.0499 -4.5975 1.2441
H 1.9638 -2.0690 1.8721
H 0.8304 -2.7695 3.0969
H 0.3756 -1.4316 2.0286
H -0.5893 -3.4038 0.9438
H 1.8846 -2.2709 -0.3830
H 0.2154 -2.6163 -1.0853
C -4.2999 0.8433 -2.6001
C -3.2586 1.9826 -2.2854
C -2.0752 1.9983 -3.2906
O -2.1407 3.3444 -3.7076
C -3.1086 4.0597 -3.2000
O -3.3543 5.2768 -3.2907
O -3.8760 3.2572 -2.4908
H -5.2987 0.9647 -2.1809
H -3.8932 -0.1505 -2.4127
H -4.4999 0.9333 -3.6678
H -2.9260 1.9097 -1.2499
H -2.1438 1.2283 -4.0590
H -1.2063 1.7133 -2.6974
C 3.9205 -3.4347 -0.8122
C 3.6798 -1.9458 -1.2652
C 3.7881 -0.9543 -0.1295
O 4.8413 -0.1305 -0.6293
C 5.3948 -0.6001 -1.7642
O 6.3407 -0.0735 -2.3037
O 4.7476 -1.7121 -2.1530
H 2.9747 -3.8325 -0.4443
H 4.6680 -3.4159 -0.0191
H 4.2715 -4.1040 -1.5976
H 2.7192 -1.8380 -1.7689
H 4.0424 -1.4210 0.8221
H 2.8544 -0.3932 -0.1673
C -2.3935 3.8579 0.1350
C -2.9746 2.5698 0.7139
C -2.8816 2.3901 2.2281
O -4.2065 2.0528 2.6097
C -5.0352 2.1007 1.5515
O -6.2117 1.9524 1.5723
O -4.4007 2.4914 0.5126
H -1.3171 3.8967 -0.0318
H -2.6728 4.6573 0.8213
H -2.8573 4.0806 -0.8260
H -2.5238 1.7540 0.1489
H -2.6023 3.2734 2.8024
H -2.1982 1.5603 2.4082
```

Calculated values
Energy above the lowest of the compared OMol25 structures with the same formula, charge and spin ... 438.2 kcal/mol
Spin multiplicity ... 1
E_HOMO ... -0.099 Eh
Kohn-Sham gap ... 6.3 eV
E_LUMO ... 3.6 eV
Total charge ... -2